{"formula": "C56H64NOP2", "method": "ωB97M-V with the def2-TZVPD basis set", "elements": ["C", "P", "O", "P", "C", "N", "H", "H", "H", "H", "H", "H", "H", "H", "H", "H", "C", "C", "C", "C", "C", "C", "H", "H", "H", "H", "H", "H", "C", "C", "C", "C", "C", "C", "H", "H", "H", "H", "H", "H", "C", "C", "C", "C", "C", "C", "H", "H", "H", "H", "H", "H", "C", "C", "C", "C", "C", "C", "H", "H", "H", "H", "H", "H", "C", "C", "C", "C", "C", "C", "H", "H", "H", "H", "H", "H", "C", "C", "C", "C", "C", "C", "H", "H", "H", "H", "H", "H", "C", "C", "C", "C", "C", "C", "H", "H", "H", "H", "H", "H", "C", "C", "C", "C", "C", "C", "H", "H", "H", "H", "H", "H", "C", "C", "C", "C", "C", "C", "H", "H", "H", "H", "H", "H"], "xyz": [[2.4093, -6.7504, 0.2060], [2.0658, -5.0451, -0.3286], [2.2048, -5.2233, -1.9381], [-0.1784, -5.1442, -0.2129], [-0.9101, -5.9692, -1.6507], [-2.3545, -5.8679, -1.5428], [2.7236, -6.7156, 1.2486], [3.2358, -7.0969, -0.4172], [1.5863, -7.4556, 0.0900], [2.3846, -4.3801, -2.3731], [-0.7356, -3.8718, -0.0962], [-0.5638, -5.8802, 0.9071], [-0.5492, -5.4255, -2.5276], [-0.4752, -6.9768, -1.6952], [-2.6904, -6.3854, -0.7361], [-2.7986, -6.3116, -2.3404], [2.6201, -2.2928, 2.7984], [3.3167, -1.4493, 3.6551], [3.3477, -0.0813, 3.4129], [2.6690, 0.4434, 2.3221], [1.9574, -0.3956, 1.4803], [1.9408, -1.7603, 1.7124], [2.6135, -3.3610, 2.9811], [3.8461, -1.8595, 4.5050], [3.9079, 0.5730, 4.0678], [2.6956, 1.5051, 2.1116], [1.4235, 0.0159, 0.6333], [1.4030, -2.4034, 1.0257], [5.3722, 2.7155, 1.1484], [6.0901, 3.6194, 1.9169], [6.0870, 4.9639, 1.5689], [5.3661, 5.3977, 0.4633], [4.6479, 4.4892, -0.3031], [4.6569, 3.1452, 0.0418], [5.3685, 1.6606, 1.3960], [6.6465, 3.2815, 2.7815], [6.6474, 5.6764, 2.1601], [5.3668, 6.4465, 0.1963], [4.0926, 4.8303, -1.1681], [4.1147, 2.4211, -0.5535], [-4.4689, -2.9412, 0.6829], [-3.5852, -2.8920, -0.3884], [-3.0182, -1.6786, -0.7598], [-3.3302, -0.5190, -0.0639], [-4.2147, -0.5716, 1.0032], [-4.7849, -1.7817, 1.3764], [-4.9185, -3.8826, 0.9747], [-3.3216, -3.7931, -0.9280], [-2.3368, -1.6331, -1.6019], [-2.8898, 0.4261, -0.3547], [-4.4624, 0.3327, 1.5438], [-5.4813, -1.8180, 2.2046], [-4.4237, 1.3626, 4.4573], [-4.4160, 2.6963, 4.8435], [-3.2114, 3.3394, 5.0895], [-2.0151, 2.6513, 4.9422], [-2.0212, 1.3194, 4.5538], [-3.2270, 0.6743, 4.3142], [-5.3649, 0.8602, 4.2704], [-5.3491, 3.2328, 4.9567], [-3.2041, 4.3752, 5.4029], [-1.0770, 3.1558, 5.1338], [-1.0873, 0.7830, 4.4413], [-3.2333, -0.3665, 4.0146], [4.4176, 5.5004, -5.4005], [3.8735, 6.6100, -6.0316], [2.6792, 7.1522, -5.5774], [2.0294, 6.5878, -4.4890], [2.5745, 5.4791, -3.8565], [3.7671, 4.9346, -4.3131], [5.3484, 5.0771, -5.7550], [4.3812, 7.0539, -6.8780], [2.2548, 8.0163, -6.0718], [1.0999, 7.0129, -4.1331], [2.0676, 5.0407, -3.0048], [4.1908, 4.0678, -3.8199], [3.4151, -0.8079, -4.1585], [2.9230, 0.3155, -4.8090], [2.4379, 1.3868, -4.0715], [2.4484, 1.3406, -2.6852], [2.9472, 0.2203, -2.0331], [3.4285, -0.8533, -2.7703], [3.8026, -1.6400, -4.7335], [2.9253, 0.3604, -5.8901], [2.0567, 2.2657, -4.5756], [2.0769, 2.1829, -2.1142], [2.9745, 0.1866, -0.9519], [3.8332, -1.7202, -2.2595], [2.4244, -6.5253, -7.3601], [2.0341, -5.2758, -7.8227], [1.6563, -4.2876, -6.9254], [1.6725, -4.5514, -5.5631], [2.0653, -5.8003, -5.0982], [2.4397, -6.7889, -5.9983], [2.7183, -7.2936, -8.0628], [2.0250, -5.0719, -8.8851], [1.3491, -3.3150, -7.2868], [1.3760, -3.7725, -4.8674], [2.0766, -6.0041, -4.0367], [2.7458, -7.7631, -5.6394], [-9.3131, 0.2941, -2.0579], [-8.8019, 1.2676, -2.9047], [-7.4455, 1.5606, -2.8873], [-6.5998, 0.8767, -2.0253], [-7.1099, -0.0975, -1.1789], [-8.4672, -0.3877, -1.1945], [-10.3714, 0.0680, -2.0705], [-9.4615, 1.7991, -3.5783], [-7.0485, 2.3231, -3.5450], [-5.5407, 1.1029, -2.0113], [-6.4482, -0.6313, -0.5105], [-8.8668, -1.1451, -0.5319], [-1.0083, 2.8332, 8.3884], [-0.2536, 3.3857, 9.4137], [-0.8443, 3.6586, 10.6395], [-2.1876, 3.3737, 10.8403], [-2.9406, 2.8178, 9.8154], [-2.3519, 2.5486, 8.5878], [-0.5482, 2.6196, 7.4327], [0.7950, 3.6050, 9.2578], [-0.2580, 4.0939, 11.4384], [-2.6479, 3.5851, 11.7968], [-3.9879, 2.5946, 9.9736], [-2.9381, 2.1191, 7.7849]], "gap_ev": 6.89, "homo_ev": -10.4, "largest_force_ev_per_a": 0.7, "spin_multiplicity": 1, "lumo_energy_ev": -3.461, "charge": 1}